DFT (the ωB97M-V functional and the def2-TZVPD basis) results for a molecular structure, C64H48I4N6O4SW.

The value obtained for the LUMO energy (spin up / spin down) is -0.0368 / -0.0367 Ha. The calculation puts the highest occupied orbital energy (spin up / spin down) at -6.29 / -6.30 eV. For the orbital gap (spin up / spin down), the calculation gives 5.294 / 5.303 eV.

Each line ends with the Löwdin charge.
Geometry (Å):
W -0.0966 -0.3951 -0.1336  1.808
I 9.7391 -1.5276 -1.2256  0.856
C 7.6989 -1.1721 -1.0102  -0.749
C 6.8066 -2.2358 -1.0347  -0.140
C 5.4502 -1.9914 -0.8854  -0.021
C 4.9602 -0.6969 -0.7135  -0.194
C 5.8771 0.3474 -0.6880  -0.040
C 7.2400 0.1234 -0.8377  -0.143
C 3.4905 -0.4689 -0.5446  -0.099
C 2.8286 0.2644 -1.4748  -0.232
C 3.5107 0.9439 -2.5919  0.022
C 2.5953 1.6121 -3.2881  0.016
C 1.2841 1.2589 -2.7344  -0.207
C 0.0703 1.4330 -3.3126  -0.176
C -0.2830 2.1125 -4.5712  -0.157
C 0.5733 2.1911 -5.6742  -0.043
C 0.1953 2.8427 -6.8386  -0.148
C -1.0654 3.4122 -6.9307  -0.757
I -1.6382 4.3866 -8.6754  0.861
C -1.9511 3.3122 -5.8685  -0.149
C -1.5608 2.6629 -4.7074  -0.028
C -1.0986 -0.6420 -2.5897  -0.370
N -1.6581 -0.9762 -1.3304  -0.064
C -2.5474 -1.9742 -1.4894  -0.203
C -2.9720 -2.7279 -0.4484  -0.088
C -4.0818 -3.7077 -0.5810  -0.202
C -3.8451 -5.0749 -0.4491  -0.023
C -4.8715 -5.9973 -0.5848  -0.147
C -6.1556 -5.5481 -0.8615  -0.750
I -7.7034 -6.9250 -1.0756  0.857
C -6.4191 -4.1943 -0.9952  -0.149
C -5.3801 -3.2835 -0.8488  -0.024
C -2.3008 -2.5717 0.8091  -0.194
C -2.8398 -3.0831 2.0342  0.005
C -1.9342 -2.8148 3.0076  0.016
C -0.8192 -2.1816 2.3770  -0.236
N -1.0893 -2.0075 1.0177  0.019
C 0.3947 -1.9691 2.9700  -0.063
C 1.5542 -1.5738 2.2857  -0.250
C 2.8640 -1.7754 2.7661  -0.014
C 3.7213 -1.4531 1.7442  -0.016
C 2.9211 -1.0330 0.6533  -0.269
N 1.6048 -1.1037 0.9820  -0.022
C 0.5487 -2.2981 4.4180  -0.201
C 0.6465 -3.6200 4.8393  -0.023
C 0.8017 -3.9259 6.1836  -0.142
C 0.8510 -2.8975 7.1150  -0.748
I 1.0737 -3.3470 9.1344  0.865
C 0.7517 -1.5745 6.7143  -0.139
C 0.6051 -1.2841 5.3640  -0.007
C -2.8697 -2.0559 -2.9329  0.051
C -2.0375 -1.2592 -3.6070  0.051
N 1.4730 0.5257 -1.5605  0.009
H 7.1631 -3.2473 -1.1734  0.094
H 4.7526 -2.8182 -0.9154  0.116
H 5.5238 1.3615 -0.5462  0.100
H 7.9330 0.9535 -0.8148  0.093
H 4.5686 0.9080 -2.7879  0.114
H 2.7723 2.2514 -4.1354  0.104
H 1.5347 1.6990 -5.6542  0.091
H 0.8780 2.8860 -7.6764  0.094
H -2.9438 3.7350 -5.9422  0.093
H -2.2614 2.5693 -3.8874  0.108
H -2.8397 -5.4177 -0.2355  0.125
H -4.6716 -7.0551 -0.4837  0.092
H -7.4223 -3.8492 -1.2037  0.092
H -5.5793 -2.2226 -0.9411  0.123
H -3.7904 -3.5829 2.1262  0.114
H -2.0003 -3.0619 4.0546  0.117
H 3.1162 -2.1508 3.7449  0.118
H 4.7977 -1.4823 1.7574  0.113
H 0.6065 -4.4143 4.1040  0.131
H 0.8831 -4.9563 6.5007  0.094
H 0.7855 -0.7759 7.4424  0.093
H 0.5156 -0.2523 5.0468  0.094
H -3.6404 -2.6910 -3.3440  0.118
H -2.0000 -1.1178 -4.6755  0.113
O 2.6110 -3.1351 -2.3112  0.089
C 2.3213 -2.4848 -3.4420  -0.233
C 3.2151 -2.6502 -4.5093  0.004
C 2.9651 -2.0513 -5.7197  -0.057
C 1.8161 -1.2786 -5.9248  -0.071
C 0.9437 -1.1033 -4.8796  -0.024
C 1.1765 -1.6757 -3.6159  -0.065
C 0.2749 -1.4144 -2.5010  -0.184
O 0.4992 -1.9962 -1.3937  -0.119
N -1.0101 0.8512 -2.5916  0.012
N -0.9904 1.2217 -1.2223  -0.058
C -1.1617 2.4439 -0.8951  -0.008
C -1.5442 2.7919 0.4531  -0.151
C -2.0090 4.0820 0.7201  -0.045
C -2.6774 4.3683 1.8914  -0.098
C -2.9217 3.3262 2.7932  -0.083
C -2.4682 2.0469 2.5538  -0.013
C -1.7130 1.7564 1.4001  -0.334
O -1.1781 0.5660 1.2789  -0.214
H 1.9517 -2.8802 -1.6353  0.088
H 4.0927 -3.2607 -4.3455  0.123
H 3.6668 -2.1925 -6.5327  0.110
H 1.6157 -0.8276 -6.8868  0.106
H 0.0631 -0.4988 -5.0327  0.097
H -1.2094 3.2020 -1.6777  0.146
H -1.8664 4.8540 -0.0288  0.113
H -3.0338 5.3688 2.0924  0.097
H -3.4840 3.5260 3.6978  0.105
H -2.6413 1.2418 3.2569  0.121
C 5.3169 3.4777 1.3283  -0.117
C 4.0134 3.9127 0.6685  -0.293
C 2.7977 3.6729 1.5557  -0.330
S 2.4610 1.9006 1.7242  0.993
O 1.1748 1.7194 0.9612  -0.530
C 2.1653 1.7490 3.4934  -0.319
C 0.8268 2.2338 4.0198  -0.271
C 0.6466 3.7443 4.1066  -0.091
H 6.1772 3.7247 0.7053  0.075
H 5.3372 2.4017 1.5072  0.054
H 5.4493 3.9802 2.2897  0.077
H 3.8618 3.3910 -0.2843  0.100
H 4.0574 4.9792 0.4365  0.111
H 1.8817 4.0632 1.1094  0.094
H 2.9333 4.1180 2.5421  0.085
H 3.0257 2.2423 3.9572  0.102
H 2.2751 0.6758 3.6597  0.060
H 0.6960 1.7924 5.0124  0.099
H 0.0464 1.8083 3.3934  0.084
H 1.4807 4.2234 4.6266  0.077
H -0.2665 3.9800 4.6530  0.074
H 0.5509 4.1978 3.1199  0.064

---

DFT (the ωB97M-V functional and the def2-TZVPD basis) results for 2 unconnected molecules or ions with the total composition C2H5NO2.

The value obtained for the LUMO energy is 0.0222 Ha. The calculation puts the highest occupied orbital energy at -9.88 eV. As for the SMILES: NC=O.C=O. For the orbital gap, the calculation gives 10.490 eV.

Each line ends with the Löwdin charge.
Geometry (Å):
O 1.5604 0.9262 0.4563  -0.018
C 1.7991 1.8242 -0.3000  -0.118
H 2.7207 1.9058 -0.8893  0.083
H 1.0187 2.5824 -0.4587  0.084
C -1.5410 -0.8874 0.0329  -0.434
N -0.4934 -1.3552 0.7848  0.112
O -1.4966 -0.6101 -1.1340  0.019
H -2.4545 -0.8096 0.6450  0.120
H -0.7755 -1.3422 1.7471  0.081
H 0.4306 -1.0327 0.5324  0.070

---

DFT (the ωB97M-V functional and the def2-TZVPD basis) results for 2 unconnected molecules or ions with the total composition C16H25N2.

The value obtained for the LUMO energy is -0.1661 Ha. Its net charge is +1. The calculation puts the highest occupied orbital energy at -10.45 eV. For the orbital gap, the calculation gives 5.936 eV.

Each line ends with the Löwdin charge.
Geometry (Å):
C -2.7611 -1.8644 3.1769  -0.137
C -3.5273 -0.8023 2.3833  -0.138
C -2.5243 0.3078 2.0516  -0.107
N -1.2134 -0.2442 2.3761  -0.030
C -0.1134 0.4201 2.1015  0.059
C 1.2033 -0.1439 2.1745  -0.195
C 1.5081 -1.4218 1.6448  -0.025
C 2.7555 -1.9884 1.8734  -0.044
C 3.7363 -1.2633 2.5732  -0.032
C 3.4718 0.0376 3.0343  -0.048
C 2.2225 0.5962 2.8221  -0.009
C -1.2745 -1.6179 2.8826  -0.104
H -2.9281 -1.7389 4.2489  0.118
H -3.0485 -2.8874 2.9262  0.123
H -3.8947 -1.2305 1.4475  0.120
H -4.3796 -0.4181 2.9448  0.121
H -2.5694 0.5941 0.9883  0.136
H -2.7155 1.2109 2.6470  0.142
H -0.2140 1.4879 1.8878  0.158
H 0.7612 -1.9624 1.0657  0.115
H 2.9713 -2.9963 1.5080  0.121
H 4.7209 -1.7050 2.7446  0.120
H 4.2462 0.6115 3.5518  0.122
H 1.9828 1.5991 3.1687  0.124
H -0.6284 -1.7650 3.7619  0.151
H -0.9327 -2.3323 2.1162  0.123
C -0.0068 5.2741 -0.8434  -0.065
C 0.5448 3.8601 -0.9584  -0.432
C 1.4756 3.6826 -2.1835  -0.133
C 1.1393 2.2972 -2.7723  -0.159
C -0.2653 1.9640 -2.2426  -0.235
N -0.4278 2.8226 -1.1097  -0.063
H 0.8187 5.9821 -0.7193  0.082
H -0.5555 5.5547 -1.7516  0.084
H -0.6794 5.3890 0.0120  0.070
H 1.1297 3.6450 -0.0452  0.120
H 1.2383 4.4535 -2.9270  0.113
H 2.5249 3.7718 -1.8869  0.113
H 1.1818 2.2902 -3.8627  0.108
H 1.8445 1.5637 -2.3714  0.102
H -1.0047 2.2017 -3.0281  0.107
H -0.4016 0.8996 -1.9958  0.100
H -1.2200 2.7310 -0.4925  0.105

---

DFT (the ωB97M-V functional and the def2-TZVPD basis) results for 2 unconnected molecules or ions with the total composition C5H7NO3.

The value obtained for the LUMO energy is 0.2406 Ha. Its net charge is -2. The calculation puts the highest occupied orbital energy at 0.50 eV. For the orbital gap, the calculation gives 6.047 eV.

Each line ends with the Löwdin charge.
Geometry (Å):
C 1.9629 1.4154 0.5523  -0.772
C -2.3432 0.8134 -0.4182  -0.216
C 0.7432 0.5716 0.6081  -0.058
C 0.6005 -0.6200 0.0248  -0.186
C 1.6825 -1.2116 -0.8433  -0.135
N -2.2545 1.1454 0.8054  -0.310
O 2.1255 2.2609 1.4452  -0.091
O -3.2654 1.7848 1.3519  -0.402
O 2.7458 1.3258 -0.4231  -0.118
H -3.3786 0.8205 -0.8857  0.032
H -1.4171 0.3886 -0.8263  -0.005
H -0.0349 1.1581 1.0711  0.071
H -0.4104 -0.9703 -0.0545  0.049
H 2.5480 -0.5728 -0.5937  0.043
H 1.4974 -1.0924 -1.8853  0.045
H 1.8600 -2.2800 -0.5703  0.053

---

DFT (the ωB97M-V functional and the def2-TZVPD basis) results for a molecular structure, C9H21CdClFO2PSi.

The value obtained for the LUMO energy is -0.3897 Ha. Its net charge is +2. The calculation puts the highest occupied orbital energy at -16.11 eV. For the orbital gap, the calculation gives 5.507 eV.

Each line ends with the Löwdin charge.
Geometry (Å):
C -0.9311 -2.0912 -3.4602  -0.054
C -0.0414 -0.8668 -3.2683  -0.220
O 1.2493 -1.1847 -2.7259  -0.120
C 1.2472 -1.6214 -1.4051  -0.232
C 1.7357 -0.4660 -0.5447  -0.121
O 1.5461 -0.7734 0.8987  -0.432
Si 0.6378 0.3014 1.8766  0.135
Cl 1.3415 -0.4629 3.7453  0.427
C 1.0462 2.1190 1.6908  -0.411
F 2.3865 2.1906 1.2997  -0.023
C 0.1332 2.8941 0.7531  -0.249
C 0.4748 4.3803 0.7508  -0.066
P -1.5103 -0.2663 1.9711  0.804
C -1.4442 -1.9448 2.7984  -0.419
C -2.0382 -0.6779 0.2637  -0.311
H -1.4162 -2.0650 -4.4348  0.090
H -0.3288 -3.0008 -3.4145  0.092
H -1.7210 -2.1669 -2.7095  0.062
H 0.1766 -0.3776 -4.2124  0.131
H -0.5255 -0.1143 -2.6260  0.108
H 0.2464 -1.9455 -1.0722  0.093
H 1.9390 -2.4684 -1.3208  0.142
H 2.8003 -0.2993 -0.6772  0.151
H 1.2032 0.4575 -0.7803  0.119
H 0.9539 2.5466 2.7001  0.136
H 0.2091 2.4932 -0.2628  0.107
H -0.9014 2.7449 1.0851  0.112
H 0.1627 4.8613 1.6782  0.092
H 1.5463 4.5325 0.6256  0.088
H -0.0217 4.8747 -0.0827  0.091
H -0.9215 -1.8991 3.7597  0.002
H -2.4705 -2.2446 3.0322  0.084
H -1.0825 -2.8161 2.1620  0.022
H -3.1080 -0.8821 0.3167  0.060
H -1.5410 -1.5415 -0.1823  0.017
H -1.9060 0.1970 -0.3756  0.049
Cd 0.8733 -2.4163 2.1474  1.446

---

DFT (the ωB97M-V functional and the def2-TZVPD basis) results for a molecular structure, C13H17F3N2O2SScSi.

The value obtained for the LUMO energy is -0.1378 Ha. Its net charge is +1. The calculation puts the highest occupied orbital energy at -11.72 eV. For the orbital gap, the calculation gives 7.973 eV.

Each line ends with the Löwdin charge.
Geometry (Å):
Sc -0.8947 -1.6374 -0.3164  1.023
C 4.2282 3.2111 0.3620  -0.180
Si 2.4302 2.7541 0.1531  0.512
C 1.7961 3.3785 -1.4842  -0.173
C 1.4384 3.3919 1.5968  -0.174
C 2.3608 0.8432 0.1518  -0.212
C 3.5196 0.0844 0.2764  -0.033
C 3.5086 -1.3126 0.2837  -0.026
C 2.3008 -1.9492 0.1571  -0.089
N 1.1638 -1.2428 0.0311  -0.120
C 1.1771 0.1065 0.0346  -0.697
S -0.4479 0.7971 -0.1117  0.632
H 4.3267 4.2974 0.3484  0.042
H 4.8523 2.8224 -0.4443  0.039
H 4.6353 2.8632 1.3127  0.040
H 1.9080 4.4632 -1.5297  0.040
H 0.7419 3.1444 -1.6360  0.012
H 2.3645 2.9523 -2.3125  0.040
H 1.5029 4.4805 1.6402  0.041
H 1.8280 2.9992 2.5377  0.040
H 0.3862 3.1229 1.5241  0.005
H 4.4712 0.5910 0.3762  0.104
H 4.4189 -1.8837 0.3862  0.118
H 2.2041 -3.0280 0.1566  0.128
C -5.9898 -0.3729 1.6446  -0.067
C -5.6211 -1.3711 0.5420  -0.178
C -4.1830 -1.4322 0.3286  -0.087
N -3.0488 -1.4526 0.1590  0.133
H -7.0722 -0.3488 1.7432  0.088
H -5.6426 0.6281 1.3982  0.088
H -5.5621 -0.6700 2.5995  0.088
H -6.0700 -1.0979 -0.4154  0.136
H -5.9541 -2.3827 0.7833  0.136
F -2.2285 -2.8556 -2.2155  0.116
C -1.0709 -3.5781 -2.3092  -0.489
F -0.1170 -2.5430 -2.2729  0.065
F -1.0122 -4.1762 -3.4483  0.266
C -0.9113 -4.4150 -1.0035  -0.506
O -0.8938 -5.6024 -1.0283  0.203
O -0.8436 -3.5792 0.0010  -0.101

---

For each record above, in turn, the calculated DFT total energy values are -129341.0298; -7739.3936; -19971.0351; -12927.0817; -50721.9644; -68396.8367 eV.